(1)
{"formula": "C3H7NO2", "method": "ωB97M-V with the def2-TZVPD basis set", "orbital_gap_ha": 0.337, "total_energy_ha": -323.5046, "spin_multiplicity": 1, "homo_energy_ev": -9.15, "elements": ["C", "C", "N", "O", "C", "O", "H", "H", "H", "H", "H", "H", "H"], "positions_angstrom": [[-0.950, 1.222, -0.412], [-0.758, -0.081, -0.072], [-1.412, -1.142, 0.106], [-0.644, -2.248, 0.464], [1.321, -0.458, 0.278], [2.062, 0.537, 0.113], [-1.288, 1.938, 0.333], [0.490, 1.962, -0.429], [-1.074, 1.501, -1.455], [-1.317, -2.935, 0.553], [1.259, -1.236, -0.497], [1.047, -0.777, 1.294], [1.264, 1.716, -0.275]], "mulliken_charge": [-0.764, 0.518, -0.450, -0.368, -0.267, -0.524, 0.327, -0.057, 0.328, 0.362, 0.353, 0.355, 0.188]}

---

(2)
{"formula": "C3H7NO2", "method": "ωB97M-V with the def2-TZVPD basis set", "orbital_gap_ha": 0.372, "total_energy_ha": -323.7245, "smiles": "C/N=C(/O)OC", "spin_multiplicity": 1, "homo_energy_ev": -9.24, "elements": ["C", "N", "C", "O", "O", "C", "H", "H", "H", "H", "H", "H", "H"], "positions_angstrom": [[1.481, 0.821, -1.470], [1.362, 0.471, -0.081], [0.311, 0.005, 0.438], [0.355, -0.274, 1.758], [-0.861, -0.253, -0.158], [-1.928, -0.783, 0.633], [2.278, 0.215, -1.917], [1.799, 1.868, -1.539], [0.562, 0.688, -2.052], [1.274, -0.006, 1.939], [-1.648, -1.737, 1.087], [-2.761, -0.934, -0.056], [-2.225, -0.081, 1.418]], "mulliken_charge": [-0.725, -0.559, 0.845, -0.518, -0.342, -0.644, 0.239, 0.243, 0.295, 0.360, 0.294, 0.221, 0.293]}

---

(3)
{"formula": "C3H7NO2", "method": "ωB97M-V with the def2-TZVPD basis set", "orbital_gap_ha": 0.385, "total_energy_ha": -323.7361, "smiles": "NC(=O)CCO", "spin_multiplicity": 1, "homo_energy_ev": -9.72, "elements": ["N", "C", "O", "C", "C", "O", "H", "H", "H", "H", "H", "H", "H"], "positions_angstrom": [[1.567, 0.970, 0.476], [1.256, -0.310, 0.193], [2.065, -1.040, -0.341], [-0.140, -0.743, 0.472], [-1.013, -0.092, -0.594], [-2.202, 0.421, -0.032], [0.906, 1.472, 1.031], [2.507, 1.300, 0.336], [-0.433, -0.595, 1.516], [-0.113, -1.817, 0.294], [-0.611, 0.751, -1.202], [-1.128, -1.013, -1.316], [-2.661, 0.695, -0.833]], "mulliken_charge": [-0.383, 0.500, -0.627, -0.541, -0.379, -0.512, 0.207, 0.232, 0.346, 0.247, 0.374, 0.213, 0.322]}

---

(4)
{"formula": "C3H7NO2", "method": "ωB97M-V with the def2-TZVPD basis set", "orbital_gap_ha": 0.414, "total_energy_ha": -323.7444, "smiles": "N=C=O.CCO", "spin_multiplicity": 1, "homo_energy_ev": -10.65, "elements": ["N", "C", "O", "H", "C", "C", "O", "H", "H", "H", "H", "H", "H"], "positions_angstrom": [[-0.865, -1.543, -1.555], [-0.665, -0.792, -2.481], [-0.544, -0.133, -3.447], [-0.495, -1.489, -0.602], [-0.434, 1.172, 0.726], [0.808, 0.307, 0.679], [0.411, -1.043, 0.932], [-1.167, 0.833, -0.014], [-0.898, 1.120, 1.715], [-0.182, 2.214, 0.507], [1.295, 0.383, -0.305], [1.533, 0.630, 1.438], [1.204, -1.592, 0.988]], "mulliken_charge": [-0.568, 0.618, -0.463, 0.474, -0.993, -0.262, -0.614, 0.263, 0.281, 0.334, 0.270, 0.355, 0.303]}

---

(5)
{"formula": "C3H7NO2P", "method": "ωB97M-V with the def2-TZVPD basis set", "orbital_gap_ha": 0.411, "total_energy_ha": -664.8002, "total_charge": 1, "spin_multiplicity": 1, "homo_energy_ev": -15.65, "elements": ["C", "C", "C", "N", "O", "O", "P", "H", "H", "H", "H", "H", "H", "H"], "positions_angstrom": [[0.792, 1.158, 1.016], [-1.595, 0.654, 0.704], [0.730, -1.384, -1.610], [-0.365, 1.158, 0.066], [1.224, -0.380, 0.828], [-1.387, -0.842, 0.535], [0.028, -0.557, -0.222], [1.533, 1.810, 0.628], [0.524, 1.205, 2.063], [-1.757, 1.029, 1.727], [-2.409, 0.784, -0.004], [0.288, -0.975, -2.615], [0.609, -2.476, -1.513], [1.785, -1.183, -1.603]], "mulliken_charge": [-0.102, -0.099, -0.819, -0.374, -0.389, -0.373, 0.929, 0.288, 0.263, 0.300, 0.264, 0.371, 0.363, 0.378]}

---

(6)
{"formula": "C3H7NO2S", "method": "ωB97M-V with the def2-TZVPD basis set", "orbital_gap_ha": 0.363, "total_energy_ha": -721.9345, "smiles": "O=C(O)NCCS", "spin_multiplicity": 1, "homo_energy_ev": -9.20, "elements": ["O", "C", "O", "N", "C", "C", "S", "H", "H", "H", "H", "H", "H", "H"], "positions_angstrom": [[1.102, -0.688, 1.986], [1.670, -0.487, 0.948], [2.825, -1.154, 0.631], [1.271, 0.369, -0.070], [-0.002, 0.061, -0.744], [-1.092, 1.008, -0.323], [-2.667, 0.539, -1.124], [3.143, -1.421, 1.507], [1.871, 1.145, -0.282], [-0.250, -0.931, -0.374], [0.206, -0.027, -1.804], [-0.879, 1.990, -0.730], [-1.208, 0.999, 0.750], [-2.884, -0.602, -0.456]], "mulliken_charge": [-0.506, 0.413, -0.445, -0.148, -0.534, -0.535, -0.234, 0.353, 0.209, 0.302, 0.367, 0.333, 0.307, 0.118]}

---

(7)
{"formula": "C3H7NO2S", "method": "ωB97M-V with the def2-TZVPD basis set", "orbital_gap_ha": 0.359, "total_energy_ha": -721.9268, "smiles": "N[C@H](CS)C(=O)O", "spin_multiplicity": 1, "homo_energy_ev": -9.11, "elements": ["N", "C", "C", "S", "C", "O", "O", "H", "H", "H", "H", "H", "H", "H"], "positions_angstrom": [[1.518, 0.239, -0.529], [0.063, -0.051, -0.592], [-0.859, 0.841, 0.291], [-0.215, 2.541, 0.398], [0.062, -1.504, -0.123], [0.867, -1.993, 0.619], [-1.132, -2.069, -0.391], [1.893, 0.256, 0.408], [1.821, 1.017, -1.087], [-0.078, 0.038, -1.672], [-0.876, 0.404, 1.283], [-1.824, 0.772, -0.218], [-0.061, 2.485, 1.708], [-1.180, -2.976, -0.095]], "mulliken_charge": [-0.535, 0.005, -0.746, -0.207, 0.411, -0.517, -0.428, 0.210, 0.227, 0.396, 0.376, 0.338, 0.129, 0.344]}

---

(8)
{"formula": "C3H7NO2S", "method": "ωB97M-V with the def2-TZVPD basis set", "orbital_gap_ha": 0.365, "total_energy_ha": -721.9273, "smiles": "N[C@@H](CS)C(=O)O", "spin_multiplicity": 1, "homo_energy_ev": -9.29, "elements": ["N", "C", "C", "S", "C", "O", "O", "H", "H", "H", "H", "H", "H", "H"], "positions_angstrom": [[-0.053, -1.568, -0.053], [0.453, -0.237, 0.265], [0.161, 0.866, -0.788], [1.457, 0.975, -2.105], [-0.278, 0.151, 1.588], [0.252, 0.285, 2.647], [-1.688, 0.258, 1.439], [-0.986, -1.575, -0.477], [0.628, -1.976, -0.679], [1.510, -0.379, 0.514], [-0.791, 0.527, -1.203], [0.224, 1.796, -0.236], [1.128, 0.111, -3.101], [-2.016, 0.766, 2.191]], "mulliken_charge": [-0.652, 0.246, -0.631, -0.251, 0.246, -0.515, -0.464, 0.237, 0.242, 0.469, 0.298, 0.313, 0.129, 0.332]}

---

(9)
{"formula": "C3H7NO2S", "method": "ωB97M-V with the def2-TZVPD basis set", "orbital_gap_ha": 0.402, "total_energy_ha": -721.8602, "spin_multiplicity": 1, "homo_energy_ev": -10.28, "elements": ["C", "C", "C", "N", "O", "O", "S", "H", "H", "H", "H", "H", "H", "H"], "positions_angstrom": [[-0.332, 0.241, 1.112], [0.395, 0.466, -0.158], [1.721, -0.080, -0.418], [-0.557, -0.239, -1.092], [-2.493, -1.491, 0.268], [-2.694, 0.919, -0.067], [-1.848, -0.204, 0.095], [-0.023, -0.527, 1.882], [-0.684, 1.150, 1.591], [0.378, 1.594, -0.388], [1.738, -1.078, -0.148], [2.599, 0.304, 0.111], [2.009, 0.134, -1.593], [-0.209, -1.190, -1.195]], "mulliken_charge": [-0.678, 0.540, -1.495, -0.512, -0.584, -0.552, 0.973, 0.331, 0.316, 0.213, 0.451, 0.387, 0.259, 0.351]}

---

(10)
{"formula": "C3H7NO2S", "method": "ωB97M-V with the def2-TZVPD basis set", "orbital_gap_ha": 0.373, "total_energy_ha": -721.8733, "smiles": "[H]/N=C1\\O[C@]1(C)S.O", "spin_multiplicity": 1, "homo_energy_ev": -9.55, "elements": ["H", "N", "C", "O", "C", "C", "S", "H", "H", "H", "H", "O", "H", "H"], "positions_angstrom": [[-0.947, -0.240, -3.255], [-0.475, 0.094, -2.420], [-1.041, -0.118, -1.340], [-2.099, -0.640, -0.727], [-1.058, 0.014, 0.092], [-0.341, -0.912, 1.028], [-1.687, 1.569, 0.769], [-1.059, -1.373, 1.705], [0.167, -1.688, 0.460], [0.405, -0.363, 1.592], [-0.955, 1.523, 1.883], [1.343, 0.827, -0.529], [1.325, 1.782, -0.411], [1.173, 0.671, -1.463]], "mulliken_charge": [0.269, -0.622, 0.122, -0.464, 1.076, -1.281, -0.250, 0.366, 0.341, 0.360, 0.130, -0.674, 0.310, 0.318]}

---

(11)
{"formula": "C3H7NO2S", "method": "ωB97M-V with the def2-TZVPD basis set", "orbital_gap_ha": [0.295, 0.264], "total_energy_ha": -721.6877, "spin_multiplicity": 3, "homo_energy_ev": [-7.52, -10.24], "elements": ["C", "C", "C", "N", "O", "O", "S", "H", "H", "H", "H", "H", "H", "H"], "positions_angstrom": [[1.214, 0.678, -0.419], [-1.201, -0.296, -0.859], [0.013, -0.106, -0.097], [0.412, -1.272, 0.691], [-0.447, -2.095, 0.953], [1.523, -1.226, 1.106], [-0.445, 1.050, 2.005], [1.943, -0.002, -0.902], [1.697, 0.915, 0.451], [0.997, 1.477, -1.190], [-1.895, 0.466, -0.812], [-1.763, -1.166, -0.510], [-0.834, -0.356, -1.811], [-1.215, 1.932, 1.391]], "mulliken_charge": [-1.297, -1.291, 0.521, 0.956, -0.664, -0.613, -0.041, 0.327, 0.516, 0.305, 0.336, 0.373, 0.379, 0.193]}

---

(12)
{"formula": "C3H7NO2S", "method": "ωB97M-V with the def2-TZVPD basis set", "orbital_gap_ha": [0.252, 0.343], "total_energy_ha": -721.7753, "spin_multiplicity": 3, "homo_energy_ev": [-6.01, -10.28], "elements": ["C", "C", "C", "N", "O", "O", "S", "H", "H", "H", "H", "H", "H", "H"], "positions_angstrom": [[-2.768, -1.315, -0.316], [1.901, -0.354, 0.335], [2.097, 0.940, -0.335], [-1.923, -0.347, 0.017], [-0.639, 1.710, 0.700], [0.815, -0.904, 0.339], [-2.060, 1.226, 0.584], [-2.339, -2.272, -0.393], [-3.847, -1.268, -0.156], [2.880, -0.730, 0.840], [1.242, 1.644, -0.344], [2.381, 0.615, -1.382], [3.079, 1.476, 0.120], [-0.820, -0.422, -0.010]], "mulliken_charge": [-0.474, 0.217, -0.775, -0.120, -0.495, -0.580, 0.306, 0.276, 0.270, 0.307, 0.255, 0.246, 0.278, 0.288]}